No. 1
The following is a quantum chemistry calculation of a 7-piece molecular cluster, C42H100O23P2 overall at a distorted geometry, from OMol25.

Calculated values
Max |F| (eV/A): 3.7
Gap between HOMO and LUMO (eV): 9.8
Energy above the lowest of the compared OMol25 structures with the same formula, charge and spin (eV): 2.778
Calculated total energy (eV): -110839.8710
E_HOMO (eV): -9.1

Positions of all 167 atoms, in Å:
1 C 5.923834 1.947434 7.484838
2 C 5.647452 0.607342 6.790476
3 O 4.644531 -0.099630 7.469107
4 P 4.360058 -1.647431 7.301714
5 O 5.506924 -2.576080 7.259591
6 O 3.247443 -1.949073 8.427318
7 C 3.572811 -1.598742 9.793338
8 C 3.062987 -0.236773 10.148373
9 O 3.503951 -1.686384 5.979992
10 C 3.378464 -2.887845 5.207902
11 C 2.250971 -2.676712 4.211232
12 H 4.993541 2.516010 7.489938
13 H 6.358405 1.815932 8.469157
14 H 6.543411 2.456676 6.742852
15 H 5.440596 0.787511 5.726924
16 H 6.587193 0.054814 6.653693
17 H 3.109494 -2.388442 10.386453
18 H 4.649398 -1.681931 9.966309
19 H 3.469262 0.163487 11.087681
20 H 3.423220 0.503191 9.436127
21 H 2.001655 -0.140277 10.379872
22 H 4.250083 -3.241989 4.650993
23 H 3.140754 -3.718398 5.874379
24 H 2.503397 -1.852305 3.553151
25 H 2.127767 -3.617091 3.670991
26 H 1.393516 -2.552383 4.874739
27 C 0.484553 0.427793 -4.415150
28 C 0.399836 1.778490 -3.713981
29 O 1.150701 1.796790 -2.500830
30 P 0.326574 1.713199 -1.125136
31 O -0.349406 2.955234 -0.742263
32 O -0.631985 0.476468 -1.392920
33 C -2.058631 0.610114 -1.346246
34 C -2.594844 0.440318 0.038962
35 O 1.347001 1.199413 -0.080402
36 C 1.872987 -0.125463 0.028079
37 C 1.200117 -0.745290 1.273695
38 H -0.030731 -0.331209 -3.830719
39 H 0.079354 0.575361 -5.418946
40 H 1.517428 0.130917 -4.596739
41 H 0.858708 2.548110 -4.342454
42 H -0.627097 2.135292 -3.585051
43 H -2.422710 1.494662 -1.877708
44 H -2.417739 -0.168262 -2.032412
45 H -2.419913 1.355886 0.611488
46 H -3.685732 0.458718 -0.048854
47 H -2.260793 -0.452378 0.561591
48 H 1.568316 -0.650443 -0.877228
49 H 2.946648 -0.232590 0.177933
50 H 1.427923 -0.176765 2.176415
51 H 0.124884 -0.743168 1.093745
52 H 1.566367 -1.751126 1.481255
53 C -2.534411 -3.371903 -1.983109
54 O -3.402875 -2.549872 -1.226415
55 C -4.215426 -3.239921 -0.315777
56 C -5.217410 -2.331085 0.394435
57 O -6.504175 -2.454965 -0.220423
58 C -7.514714 -1.838512 0.516299
59 C -8.155822 -2.796532 1.552499
60 O -7.250394 -3.299217 2.513132
61 C -7.828000 -4.357806 3.262749
62 H -3.093124 -4.135676 -2.527481
63 H -1.793973 -3.764116 -1.277394
64 H -1.986172 -2.745502 -2.685331
65 H -3.621650 -3.782843 0.427919
66 H -4.829844 -3.983739 -0.840564
67 H -4.934212 -1.279717 0.319764
68 H -5.288219 -2.708457 1.414564
69 H -8.330198 -1.683951 -0.198910
70 H -7.292737 -0.862207 0.959970
71 H -8.639608 -3.610659 1.005760
72 H -8.937754 -2.201359 2.045140
73 H -7.729470 -5.312068 2.732529
74 H -8.896119 -4.156509 3.377988
75 H -7.285974 -4.434522 4.202127
76 C 4.936285 0.341808 2.755740
77 O 5.639409 1.040834 1.732593
78 C 6.645706 0.316271 1.082700
79 C 6.215833 -0.547611 -0.081257
80 O 5.113480 -1.366527 0.335182
81 C 5.373210 -2.655087 0.825185
82 C 4.060467 -3.410919 1.048032
83 O 4.033890 -4.819702 1.177472
84 C 5.046803 -5.261093 2.081304
85 H 5.674809 -0.020323 3.480056
86 H 4.366403 -0.489698 2.344689
87 H 4.286905 1.054894 3.258266
88 H 7.253201 -0.310534 1.753899
89 H 7.335740 1.081877 0.717022
90 H 6.888501 -0.899464 -0.863486
91 H 5.645381 0.172549 -0.691971
92 H 5.904253 -2.497213 1.774918
93 H 5.988914 -3.285471 0.170590
94 H 3.487769 -3.288946 0.121265
95 H 3.500299 -2.952472 1.870163
96 H 5.129479 -6.346485 2.117414
97 H 4.747792 -4.980985 3.099004
98 H 6.048198 -4.869335 1.909700
99 C -4.288350 0.810175 -4.432657
100 O -5.422525 1.094532 -3.623577
101 C -5.915789 2.429222 -3.608879
102 C -4.965812 3.459020 -3.100996
103 O -4.356404 3.016850 -1.883222
104 C -3.630628 3.999186 -1.171806
105 C -2.630640 4.770448 -1.994498
106 O -3.117506 5.822425 -2.777755
107 C -2.224956 6.688005 -3.457337
108 H -4.302001 -0.282753 -4.417441
109 H -3.373203 1.073481 -3.899045
110 H -4.371734 1.133900 -5.470331
111 H -6.847519 2.320547 -3.057105
112 H -6.174450 2.655694 -4.652112
113 H -5.430084 4.413495 -2.806566
114 H -4.185463 3.841126 -3.769092
115 H -3.106778 3.571010 -0.321374
116 H -4.379883 4.688921 -0.762347
117 H -2.157737 4.044143 -2.687552
118 H -1.700578 5.067367 -1.489918
119 H -1.685434 6.038820 -4.162293
120 H -1.517048 7.083488 -2.720740
121 H -2.853638 7.416795 -3.955736
122 C -4.454578 2.099090 4.211140
123 O -3.329092 1.966450 3.340650
124 C -2.725824 0.699814 3.371328
125 C -3.563483 -0.541806 3.113248
126 O -2.760957 -1.686148 2.833138
127 C -1.817841 -2.064467 3.829946
128 C -1.788114 -3.600751 3.940495
129 O -1.594566 -3.893519 5.298959
130 C -1.269491 -5.255121 5.508762
131 H -4.847943 3.109750 4.133907
132 H -4.000218 2.101159 5.211319
133 H -5.200335 1.318436 4.087316
134 H -2.318671 0.518332 4.384076
135 H -1.772194 0.779449 2.850714
136 H -4.211357 -0.391888 2.249155
137 H -4.243459 -0.810076 3.926383
138 H -2.024395 -1.559342 4.771652
139 H -0.839899 -1.815047 3.400790
140 H -1.050239 -3.976502 3.217688
141 H -2.711947 -4.041839 3.536913
142 H -0.360751 -5.531990 4.956997
143 H -2.052221 -5.941847 5.182832
144 H -0.961287 -5.386794 6.544100
145 C 1.044379 3.025863 -7.606974
146 O 2.091952 2.131741 -7.335482
147 C 3.201070 2.143363 -8.216928
148 C 2.870856 1.442410 -9.524778
149 O 3.863981 1.615495 -10.544142
150 C 3.694328 2.674908 -11.473229
151 C 3.655990 4.091270 -10.870746
152 O 2.528274 4.432360 -10.090031
153 C 1.483337 5.054551 -10.818234
154 H 0.126591 2.588816 -7.201778
155 H 0.829166 3.108080 -8.674085
156 H 1.115806 4.022573 -7.165468
157 H 3.982785 1.606898 -7.677930
158 H 3.580520 3.159933 -8.334309
159 H 1.845671 1.537432 -9.890480
160 H 2.924762 0.367630 -9.326452
161 H 2.816967 2.547121 -12.122546
162 H 4.536820 2.518288 -12.147550
163 H 3.822920 4.819905 -11.669020
164 H 4.486433 4.165119 -10.168068
165 H 1.727976 6.093826 -11.045842
166 H 0.600167 5.107542 -10.175292
167 H 1.202887 4.367426 -11.620987

Atoms 1-2, force components in eV/Å:
C -0.7 -0.7 -1.5
C 1.6 0.8 -0.8

Atomic partial charges in e from the Mulliken method, atoms 1 to 2: atom 1 (C): -1.325, atom 2 (C): 0.124

No. 2
The following is a quantum chemistry calculation of C42H101FN6O13Si2 as an isolated structure at a distorted geometry, from OMol25.

Calculated values
Max |F| (eV/A): 8.8
Gap between HOMO and LUMO (eV): 7.7
Calculated total energy (eV): -99211.7732
E_HOMO (eV): -8.5

Positions of all 165 atoms, in Å:
1 C -0.060488 -3.812914 7.056028
2 C 0.622621 -5.024298 6.511650
3 Si 2.070811 -4.968505 5.191534
4 F 3.194405 -6.350407 5.358158
5 O 1.396329 -5.034794 3.559858
6 Si 1.504841 -3.428305 2.775452
7 N 1.234069 -2.106088 3.965851
8 C 0.147738 -3.395532 1.391140
9 C 0.456697 -2.357934 0.160398
10 C 1.031023 -0.890699 0.612028
11 C 0.044931 -0.091225 1.694535
12 C 3.281038 -3.385122 1.951216
13 C 4.477594 -2.987442 2.998653
14 C 5.611520 -1.957589 2.389053
15 C 5.472078 -0.476325 3.152163
16 O 6.631243 0.153582 3.485778
17 O 4.124630 0.041623 3.437215
18 C 4.099702 0.895929 4.640242
19 C 2.664949 0.744368 5.482685
20 H 0.509716 -3.031413 7.726982
21 H -1.195058 -3.667671 6.795292
22 H 0.252833 -6.083582 6.909752
23 H 2.803600 -3.727310 5.402862
24 H 0.423463 -2.289149 4.605226
25 H 2.093488 -1.849776 4.500509
26 H 0.150642 -4.488690 0.911167
27 H -0.956820 -3.269097 1.826253
28 H -0.586285 -2.164419 -0.385884
29 H 1.177910 -2.772302 -0.666767
30 H 1.008910 -0.208500 -0.367535
31 H 2.165554 -0.892789 0.953738
32 H 0.786806 0.617671 2.303765
33 H -0.494009 -0.809642 2.445375
34 H -0.662995 0.627107 1.100073
35 H 3.481816 -4.514661 1.622240
36 H 3.289700 -2.765177 0.940507
37 H 4.109527 -2.525761 4.015514
38 H 5.066866 -3.988098 3.270310
39 H 5.564464 -1.826107 1.227146
40 H 6.691638 -2.354528 2.706806
41 H 4.941228 0.627451 5.426521
42 H 4.151718 2.030024 4.284337
43 H 1.727508 0.688795 4.750472
44 H 2.515918 1.628379 6.240273
45 H 2.658918 -0.280270 6.089983
46 C 8.361013 -0.073051 -4.925163
47 O 8.716850 0.942001 -4.000693
48 C 7.890295 2.110301 -4.089784
49 C 6.957260 2.216723 -2.871719
50 N 5.913806 1.188956 -2.903835
51 C 5.176564 1.044488 -1.643164
52 C 5.977315 0.656845 -0.381682
53 O 6.495348 -0.674129 -0.402132
54 C 7.706723 -0.824307 -1.128131
55 H 9.162992 -0.816390 -4.939956
56 H 7.440778 -0.579921 -4.618492
57 H 8.244744 0.328353 -5.939862
58 H 7.332605 2.154395 -5.032303
59 H 8.572415 2.969093 -4.073738
60 H 6.486852 3.209205 -2.863250
61 H 7.576948 2.128044 -1.975105
62 H 6.336332 0.293657 -3.127139
63 H 4.422550 0.267655 -1.813152
64 H 4.628831 1.975057 -1.447390
65 H 5.277986 0.685965 0.462400
66 H 6.763904 1.378555 -0.137981
67 H 8.350399 0.056565 -1.056044
68 H 7.486143 -1.057248 -2.171922
69 H 8.249056 -1.679925 -0.717474
70 C -6.875505 -1.486332 4.092658
71 O -7.237010 -0.698054 2.970373
72 C -7.268288 0.708519 3.247196
73 C -6.089989 1.427720 2.569020
74 N -4.816002 1.091564 3.209400
75 C -3.633789 1.502093 2.442896
76 C -3.453133 0.912159 1.027924
77 O -3.162367 -0.486178 1.008486
78 C -4.300136 -1.326842 1.134285
79 H -7.089976 -2.532505 3.857144
80 H -5.804736 -1.403665 4.303409
81 H -7.452991 -1.208495 4.983486
82 H -7.307678 0.920179 4.321883
83 H -8.198743 1.086132 2.805911
84 H -6.248278 2.513068 2.626862
85 H -6.093946 1.140700 1.513844
86 H -4.769173 0.087400 3.348732
87 H -2.761973 1.212508 3.040376
88 H -3.619370 2.597507 2.378403
89 H -2.575201 1.399967 0.587853
90 H -4.287411 1.147087 0.358772
91 H -5.188431 -0.903888 0.657322
92 H -4.490639 -1.536382 2.188903
93 H -4.075278 -2.282719 0.654095
94 C 0.740037 7.119775 -2.160916
95 O 1.769154 7.959322 -2.658582
96 C 2.286605 8.869753 -1.679085
97 C 3.705043 8.462183 -1.246094
98 N 3.689445 7.237654 -0.442093
99 C 5.012434 6.633967 -0.244737
100 C 5.795370 6.190539 -1.499007
101 O 5.224593 5.073281 -2.181809
102 C 4.153757 5.400428 -3.055505
103 H 0.261966 6.626333 -3.011742
104 H 1.147890 6.341278 -1.508691
105 H -0.024051 7.694427 -1.622210
106 H 1.616508 8.980197 -0.818809
107 H 2.347710 9.847319 -2.172746
108 H 4.150161 9.275517 -0.657250
109 H 4.301484 8.335699 -2.153868
110 H 3.093257 6.551580 -0.893553
111 H 4.858182 5.749676 0.383861
112 H 5.632313 7.327685 0.337333
113 H 6.781160 5.852735 -1.157706
114 H 5.990081 7.014752 -2.193079
115 H 4.283849 6.376554 -3.530592
116 H 3.207162 5.357993 -2.512759
117 H 4.106650 4.640709 -3.840014
118 C -3.988000 1.893810 -6.389546
119 O -3.632162 2.908861 -5.465076
120 C -4.458718 4.077161 -5.554167
121 C -5.391752 4.183583 -4.336102
122 N -6.435207 3.155817 -4.368218
123 C -7.172449 3.011349 -3.107547
124 C -6.371697 2.623706 -1.846064
125 O -5.853665 1.292731 -1.866514
126 C -4.642290 1.142554 -2.592514
127 H -3.186021 1.150470 -6.404339
128 H -4.908234 1.386940 -6.082874
129 H -4.104269 2.295214 -7.404245
130 H -5.016406 4.121256 -6.496686
131 H -3.776597 4.935953 -5.538122
132 H -5.862161 5.176066 -4.327632
133 H -4.772065 4.094905 -3.439487
134 H -6.012680 2.260518 -4.591522
135 H -7.926462 2.234515 -3.277535
136 H -7.720181 3.941918 -2.911773
137 H -7.071026 2.652826 -1.001983
138 H -5.585108 3.345415 -1.602364
139 H -3.998612 2.023426 -2.520427
140 H -4.862870 0.909612 -3.636305
141 H -4.099956 0.286936 -2.181857
142 C -4.935440 -7.931826 -2.901521
143 O -5.672014 -7.792925 -1.697461
144 C -5.273482 -8.715822 -0.674968
145 C -4.518085 -7.992779 0.452926
146 N -3.194328 -7.546478 0.011774
147 C -2.543419 -6.604291 0.929539
148 C -3.259766 -5.267172 1.215483
149 O -3.306332 -4.376692 0.099620
150 C -4.344628 -4.650087 -0.830032
151 H -5.443702 -7.355847 -3.679892
152 H -3.924028 -7.527964 -2.793189
153 H -4.885593 -8.979191 -3.225251
154 H -4.695388 -9.556393 -1.075657
155 H -6.200211 -9.127123 -0.256549
156 H -4.403703 -8.675338 1.305809
157 H -5.136507 -7.150082 0.774193
158 H -3.280290 -7.096909 -0.894014
159 H -1.565021 -6.373529 0.493204
160 H -2.349286 -7.116717 1.880344
161 H -2.671902 -4.746855 1.981035
162 H -4.255920 -5.401949 1.649634
163 H -5.246498 -5.038051 -0.348816
164 H -3.985043 -5.343586 -1.593036
165 H -4.602041 -3.718527 -1.340696

Atoms 1-2, force components in eV/Å:
C 1.2 -2.3 -1.2
C -0.9 1.3 2.0

Atomic partial charges in e from the Mulliken method, atoms 1 to 2: atom 1 (C): -0.571, atom 2 (C): -0.333

> Which value of calculated total energy does entry 2 give?

-99211.7732 eV